# C26H19F8N8S3SbSe4W

A molecular structure, C26H19F8N8S3SbSe4W in a non-equilibrium geometry (the ωB97M-V functional and the def2-TZVPD basis, OMol25).

Summary:
E_tot   -363170.8152 eV
ΔE to the lowest compared entry with this formula, charge and spin   329.5 kcal/mol
Frontier orbital gap (alpha / beta)   2.38 / 2.36 eV

Last column: natural (NBO) charge in e.
Element x y z (Å)
W -1.37 -0.69 0.56  0.45
C -3.02 2.87 1.95  -0.72
C -2.07 1.73 1.92  0.33
N -2.46 0.44 2.05  -0.27
N -3.82 0.28 2.20  -0.41
C -4.33 -0.85 1.80  0.31
N -5.65 -1.01 1.79  -0.76
S -3.33 -2.13 1.10  -0.04
C -0.67 1.88 1.66  0.17
C 0.00 3.12 1.55  -0.22
C 1.36 3.14 1.43  -0.11
C 2.07 1.93 1.45  -0.19
C 1.37 0.75 1.50  0.12
N 0.03 0.68 1.56  -0.46
H -4.01 2.53 2.25  0.29
H -3.12 3.32 0.96  0.29
H -2.68 3.64 2.64  0.24
H -6.24 -0.21 2.00  0.42
H -6.04 -1.77 1.26  0.42
H -0.59 4.02 1.58  0.25
H 1.89 4.08 1.35  0.24
H 3.15 1.91 1.41  0.23
H 1.89 -0.20 1.49  0.23
C 2.48 -5.35 -2.64  -0.66
C 1.11 -4.81 -2.62  0.36
N 0.13 -5.19 -3.36  -0.24
N -0.93 -4.43 -3.02  -0.35
C -0.61 -3.56 -2.06  0.25
S -1.61 -2.42 -1.38  0.03
N 0.71 -3.78 -1.79  -0.22
N 1.42 -3.04 -0.86  -0.61
H 2.50 -6.22 -3.28  0.26
H 2.81 -5.63 -1.64  0.24
H 3.17 -4.60 -3.03  0.24
H -1.82 -4.51 -3.50  0.45
H 2.31 -2.74 -1.24  0.38
H 1.59 -3.59 -0.01  0.38
Se -3.38 2.72 -3.91  -0.57
Sb -4.36 1.36 -2.15  0.84
Se -5.61 3.06 -0.94  -0.61
Se -6.15 0.01 -3.07  -0.64
Se -2.77 0.19 -0.80  0.29
F 3.21 6.29 -3.40  -0.32
C 3.64 5.08 -3.75  0.97
F 4.90 4.97 -3.26  -0.33
F 3.76 5.07 -5.09  -0.32
C 2.77 3.97 -3.24  -0.16
C 1.51 4.22 -2.71  -0.17
C 0.78 3.17 -2.19  -0.20
C 1.31 1.88 -2.19  -0.04
C 2.55 1.63 -2.78  -0.20
C 3.28 2.67 -3.31  -0.17
C 0.62 0.84 -1.52  -0.08
C 0.14 -0.06 -0.85  -0.28
H 1.11 5.22 -2.70  0.24
H -0.20 3.35 -1.77  0.24
H 2.94 0.62 -2.81  0.22
H 4.24 2.49 -3.77  0.23
F 1.69 -2.27 6.33  -0.28
C 0.93 -2.23 5.22  0.22
C 1.34 -1.41 4.01  0.27
F 1.10 -0.08 3.99  -0.30
C 2.20 -2.12 3.06  0.35
F 3.20 -2.96 3.42  -0.31
C 0.78 -2.51 3.07  -0.28
S -0.28 -2.45 1.68  0.00
C 0.41 -3.35 4.29  0.27
F 0.60 -4.68 4.33  -0.28
C -0.49 -2.59 5.15  0.38
F -1.43 -1.75 4.62  -0.29